Density functional theory data (wB97M-V/def2-TZVPD) for 2 unconnected molecules or ions with the total composition H2O3P2.

Positions of all 7 atoms, in Å:
1 H -0.36969 -1.68884 -0.83600
2 P -1.79315 0.23799 0.01006
3 O -2.67157 0.69701 1.09041
4 H -0.53488 2.10011 0.25245
5 P -1.01076 -1.67126 0.26959
6 O 0.45997 2.18987 0.33818
7 O -1.98183 0.70799 -1.41824

The lowest unoccupied orbital energy (alpha / beta) comes out at 7.2725 / 7.2725 eV. The value obtained for the frontier orbital gap (alpha / beta) is 6.47 / 6.47 eV. The calculation puts the energy relative to the best compared isomer or geometry (same formula, charge and spin) at 123.8 kJ/mol. Its spin multiplicity is 1. The value obtained for the molar mass is 111.96 g/mol. The charge is -2.